Record 1
53
Properties=species:S:1:pos:R:3 method="wB97M-V/def2-TZVPD" charge=+1 homo_energy_ev=-11.528 multiplicity=1 e_tot_ha=-1195.39139
F 3.81185 -3.62267 1.63370
O 3.79273 -0.85647 -2.47987
O -2.37050 2.58312 -1.77517
O 2.63759 -1.60665 -4.42032
O -1.34643 1.69761 3.47123
N 1.55649 -1.95053 -2.22936
N 1.61142 -2.71703 -1.12456
N -0.16392 -3.62711 0.22655
N -0.49461 -2.25286 -1.63629
C -1.76421 2.26852 -0.51639
C 2.77555 -2.88208 1.10042
C -3.76547 2.85704 -1.57072
C 0.20249 0.71241 -3.27184
C 2.76084 -3.25483 -0.40815
C -0.18163 -0.77678 -3.65399
C -0.66889 0.44748 3.32878
C -0.47201 2.63519 4.11698
C -2.76909 2.63578 0.55997
C 0.70228 1.83615 4.65709
C 0.31945 -2.89987 -0.79184
C -4.09227 2.40619 -0.15605
C 0.28611 -1.64368 -2.52833
C 0.79619 0.70231 3.64885
B 2.71245 -1.46761 -3.05317
H 2.50928 -2.54264 -4.64866
H 0.66345 0.70420 -2.26800
H -2.66754 3.69197 0.82171
H -0.67626 1.36275 -3.19957
H -1.01768 3.16285 4.89893
H -1.11316 -0.26075 4.03674
H -2.65147 2.04862 1.46843
H -1.27199 -0.79966 -3.75512
H 0.29487 -4.50118 0.44151
H 4.57953 -1.33403 -2.79552
H 0.46101 1.43629 5.64482
H 1.83552 -3.10695 1.61465
H 1.61389 2.42568 4.74235
H 1.32178 1.04519 2.75240
H -4.35481 2.33677 -2.32658
H 2.76645 -4.35572 -0.47531
H -3.91919 3.93375 -1.69046
H -4.92842 2.95005 0.28057
H 0.97419 1.08276 -3.95915
H -0.14514 3.36395 3.36772
H 1.30952 -0.18220 4.02740
H -1.54742 1.19148 -0.50744
H -0.82321 2.81387 -0.41854
H 3.72299 -2.90911 -0.80456
H -0.90996 -3.30063 0.82104
H -0.81857 0.06572 2.31437
H 0.24416 -1.06925 -4.61757
H -4.33769 1.34055 -0.15032
H 3.00945 -1.81793 1.25664

=====

Record 2
52
Properties=species:S:1:pos:R:3 method="wB97M-V/def2-TZVPD" homo_energy_ev=-8.008 de_lowest_kcal_mol=15.0 multiplicity=1 e_tot_ha=-2265.96964 smiles="O=C(Nc1ccc(-c2cn3ccsc3n2)cc1)c1ccc(F)c(S(=O)(=O)N2CCOCC2)c1"
S 3.80603 -1.62459 -0.48215
S -7.25727 -3.13403 0.42262
F 1.94023 -2.03035 -2.71221
O 1.80296 3.46583 0.30242
O 3.23074 -2.78334 0.12909
O 7.21282 -1.23180 1.43689
O 4.66967 -1.78659 -1.61354
N 4.52966 -0.69418 0.70837
N -5.16785 -1.25544 0.38000
N -7.25670 -0.61520 -0.06664
N -0.40406 3.07877 0.29027
C 4.84854 -1.37628 1.94865
C 2.16845 0.63304 -0.29739
C -6.40482 -1.64359 0.26424
C -1.58627 0.95099 0.53919
C -3.96916 0.87011 0.15651
C -6.48188 0.50280 -0.16368
C 0.88104 2.72802 0.01861
C -8.56668 -0.98871 -0.19534
C 0.63313 -0.09193 -2.49766
C 6.93012 -0.63021 0.19127
C 1.10472 1.43512 -0.69921
C 0.35147 1.07592 -1.81420
C 5.61359 0.15102 0.24046
C 2.45598 -0.53399 -0.97422
C -3.95791 2.23895 -0.10923
C -2.77697 2.95023 -0.06392
C -1.57694 2.31243 0.24318
C -8.74130 -2.30326 0.03327
C -5.19216 0.09127 0.11548
C 6.18290 -2.11453 1.82383
C 1.67840 -0.89254 -2.06169
C -2.76745 0.24225 0.48654
H 6.07258 -2.91835 1.08000
H -2.77604 4.01090 -0.27094
H 6.48885 -2.53828 2.78175
H 4.04057 -2.07695 2.15300
H 4.90437 -0.62333 2.74125
H 7.76860 0.03484 -0.02148
H -2.78765 -0.81155 0.71235
H 6.85447 -1.39682 -0.59239
H 0.05858 -0.39164 -3.35947
H -0.67155 0.45415 0.82239
H -6.89028 1.45954 -0.41136
H -0.45313 1.71066 -2.15265
H -9.65797 -2.85486 -0.00031
H 5.69951 0.99778 0.92898
H -9.32187 -0.26889 -0.45109
H 5.35230 0.51141 -0.75379
H 2.77092 0.92220 0.54860
H -0.50969 4.03197 0.61839
H -4.87559 2.75099 -0.35302

=====

Record 3
14
Properties=species:S:1:pos:R:3 method="wB97M-V/def2-TZVPD" charge=+1 homo_energy_ev="-11.590 / -11.565" de_lowest_kcal_mol=53.4 s2=0.75 multiplicity=2 e_tot_ha=-1673.34576
S 2.35022 -1.45355 -2.43572
S 0.69594 -1.42187 -1.28725
S -1.08626 1.78153 1.22755
S -2.28953 -0.02081 1.07727
C 1.49254 -1.02688 0.25312
C -1.00967 3.23444 2.35103
H 2.04532 -2.26595 -3.44543
H 0.57103 -1.23177 0.93681
H 2.15750 -0.12716 0.23890
H -1.67406 3.94732 1.75375
H -1.22269 -0.80211 1.10133
H 2.12581 -1.81966 0.73390
H -0.00992 3.77851 2.44375
H -1.61614 3.11064 3.30265

=====

Record 4
165
Properties=species:S:1:pos:R:3 method="wB97M-V/def2-TZVPD" homo_energy_ev=-8.078 de_lowest_kcal_mol=125.3 multiplicity=1 e_tot_ha=-2860.63850
O 0.26940 -7.69984 0.20241
O 3.78235 4.07468 4.29271
O 0.06945 -4.92792 -5.89643
O -0.90360 -1.92368 5.06142
O -2.59233 -4.95822 -0.51285
O -1.46964 3.67987 -5.23401
O 3.07212 -2.15893 2.31009
O 5.08558 -0.02107 -1.23844
O 1.33366 -1.95964 0.22817
O -0.78444 -4.80223 4.46275
O -1.43039 -2.43882 -0.45794
O 5.82201 -1.19995 1.19917
O -4.81296 2.61213 5.09698
N -1.26148 3.17790 -3.98311
N -4.93609 2.84190 3.78924
N 2.73026 3.72834 3.49419
N 0.99817 -4.52993 -4.90301
C -5.05550 4.54702 2.01239
C -2.05649 1.74644 -2.10513
C 3.43952 -3.41319 -3.75731
C -4.68480 4.24636 3.46993
C -3.21165 4.72274 3.83695
C 0.31642 2.67666 -2.19435
C 1.41243 3.77902 4.16551
C 1.16164 -2.07681 -5.64692
C 1.24339 5.22343 4.76091
C -5.79152 5.06659 4.22588
C -1.19876 -5.16774 3.17201
C -4.75239 2.13731 1.43092
C 1.83504 2.28256 1.68675
C -0.33785 -2.77649 -3.77189
C -2.15894 2.01914 -3.67447
C 2.08479 -2.87578 -3.41971
C -4.43005 3.61858 0.95126
C 3.31050 -4.90614 -4.09058
C 4.26518 3.00813 1.74322
C -2.29137 -1.45168 0.06996
C 2.33225 -5.16167 -5.25633
C 1.24006 2.83757 5.32517
C -5.07227 0.44824 3.20852
C -3.60592 2.41653 -4.05105
C -1.83888 0.77139 -4.46484
C 0.71489 4.46892 -3.75707
C 3.83152 -3.30245 2.54330
C 0.42891 2.32229 2.30197
C 0.16390 3.02807 -3.65688
C -4.35565 1.76868 2.91852
C 0.93566 -3.12255 -4.46467
C 2.30636 -6.72862 -5.31260
C 1.02736 2.17558 -4.56216
C 3.25795 1.23797 3.37505
C -0.61279 1.54852 -1.74492
C 0.25413 -1.47777 5.70067
C 3.03725 -4.61449 -6.55079
C 0.25493 3.62674 3.15555
C 0.85629 -6.72641 -0.61548
C -2.82404 1.57138 3.07432
C 3.77502 0.43004 -0.96301
C 3.02010 2.59026 2.62134
H 0.33804 1.49646 3.00755
H 0.51670 -2.08893 0.70994
H 2.41299 -2.35550 1.64038
H 1.72142 4.56145 -3.34910
H 1.14756 -1.70161 5.11777
H 0.23389 5.29704 5.16535
H 0.37204 -1.95813 6.67198
H 0.71845 -2.42212 -6.58098
H 3.79159 3.36241 4.93628
H 4.79458 2.26103 1.15187
H -3.06995 5.79916 3.93366
H 3.91708 3.81685 1.10066
H 0.16471 -5.88449 -0.58407
H 4.87869 -1.34061 1.28023
H 5.26577 0.05742 -2.17811
H 3.73541 0.46237 0.12578
H -2.15724 0.83180 -5.50556
H -1.22823 -6.21438 2.86911
H -4.27097 1.45914 0.72635
H 4.74827 -3.02640 3.06432
H -5.49073 5.18172 5.26722
H 4.07956 -3.20866 -2.89906
H -2.83093 4.31913 4.77517
H 0.27917 2.92528 5.83222
H -6.74603 4.54583 4.14967
H -4.86054 5.60213 1.82042
H -2.19087 2.27885 2.53891
H 3.72967 -3.77351 -6.51315
H 1.86238 -3.27419 -2.42981
H -3.37497 3.89104 0.97690
H 1.95912 2.57794 -4.95968
H 0.78060 -1.09054 -5.38204
H -0.50137 1.61956 -0.66296
H -2.55675 2.45456 -1.44453
H -2.41170 -0.04659 -4.02794
H 3.70764 -5.36328 -6.97268
H 3.79971 -2.87418 -4.63357
H -2.90051 -1.83157 0.89016
H 0.15095 -0.40980 5.89276
H 1.32861 2.33880 -1.97202
H -6.13826 4.43009 1.96732
H -5.67139 2.24758 5.32455
H 5.98973 -1.23442 0.25740
H 3.86521 0.60179 2.73115
H -2.30160 -5.69327 0.02696
H 2.93867 -5.48981 -3.24844
H 1.08108 -2.01995 -0.69314
H -0.82790 0.36432 -4.44667
H 0.71777 -8.53946 0.07754
H -5.84202 6.09263 3.86148
H -4.87819 0.01282 4.18875
H -0.54796 -3.38253 -2.89061
H -4.84641 -0.41835 2.58714
H -0.17914 0.59856 -2.05739
H 2.10046 -1.81418 -3.17306
H 4.20472 -3.49969 1.53836
H -2.19394 -4.72991 3.09451
H -2.53932 1.55356 4.12632
H 2.21593 -1.88529 -5.84670
H -3.52942 -4.88382 -0.33242
H -1.72483 -0.61805 0.48493
H 1.98243 5.45652 5.52746
H 0.08671 -5.17111 4.62600
H -2.50261 4.46646 3.04974
H -4.83484 3.73628 -0.05392
H -1.92909 -3.25627 -0.52635
H 0.58035 4.82515 -4.77839
H -3.89269 3.28076 -3.45192
H 3.62714 1.46188 -1.28169
H -0.76229 -2.85870 4.89600
H 5.07393 3.45363 2.32248
H -4.27827 1.61362 -3.74876
H -0.51860 -4.68476 2.47043
H -3.80147 2.65698 -5.09607
H 3.95872 1.38253 4.19733
H 1.98380 1.29695 1.24568
H -5.81433 1.94213 1.28157
H -2.65245 0.89356 -1.78032
H 4.32152 -5.24930 -4.31008
H 3.31477 -7.06588 -5.07294
H 3.10139 -0.35138 -1.31474
H 1.63368 -7.18057 -4.58365
H 0.13941 3.52625 -1.53483
H 2.34710 -4.35897 -7.35484
H 1.26986 1.80288 4.98368
H 0.00107 5.10777 -3.23705
H 1.99215 3.05126 6.08466
H 0.35501 4.47856 2.48288
H 0.47967 -4.62011 -6.70796
H -0.67593 3.50503 3.70943
H -0.37311 -1.72608 -3.48293
H -1.19483 -2.88142 -4.43723
H -2.89004 -0.97474 -0.70606
H 2.32173 0.73757 3.62241
H 1.78661 3.04462 0.90893
H 1.01009 -6.99682 -1.66013
H 3.25908 -4.10972 3.00016
H -2.51894 0.60495 2.67302
H -1.64836 4.58484 -4.96813
H -0.36853 2.09128 1.59569
H 1.79785 -6.35549 -0.21055
H -6.12952 0.56181 2.96895
H 1.47513 6.02604 4.06075
H 1.21378 1.15363 -4.23206
H 2.18530 -6.98727 -6.36453
H 0.55192 2.10860 -5.54072

=====

The highest multiplicity belongs to which entry? C2H8S4

=====

Look up the multiplicity of the first one. 1

=====

Look up the multiplicity of the second one. 1